No. 1
# C3H7ClO

The molecule C3H7ClO in a non-equilibrium geometry (ωB97M-V/def2-TZVPD, the Open Molecules 2025 dataset).

SMILES: C[C@@H](O)CCl
Energy in eV: -17793.3109
Energy relative to the best compared isomer or geometry (same formula, charge and spin) in kcal per mole: 16.6
Gap between HOMO and LUMO in eV: 11.08
Highest occupied orbital energy in Eh: -0.37654

```
! RIJCOSX wB97M-V def2-TZVPD def2/J DEFGRID3
* xyz 0 1
C 0.408 1.304 0.118
C 0.259 -0.149 -0.327
O 1.362 -0.958 0.114
C -0.879 -0.901 0.297
Cl -2.354 -0.131 -0.047
H -0.667 1.568 0.151
H 0.559 1.583 1.204
H 0.931 1.902 -0.560
H -0.035 -0.205 -1.423
H 2.070 -1.083 -0.518
H -0.938 -1.878 -0.246
H -0.716 -1.053 1.238
*
```

=====

No. 2
# C3H7ClO2

The molecule C3H7ClO2 in a non-equilibrium geometry (ωB97M-V/def2-TZVPD, the Open Molecules 2025 dataset).

SMILES: C[C@H](Cl)C(O)O
Energy in eV: -19841.8498
Energy relative to the best compared isomer or geometry (same formula, charge and spin) in kcal per mole: 10.5
Gap between HOMO and LUMO in eV: 10.96
Highest occupied orbital energy in Eh: -0.37466

```
! RIJCOSX wB97M-V def2-TZVPD def2/J DEFGRID3
* xyz 0 1
C 1.696 0.001 -0.119
C 0.358 -0.335 0.494
Cl -0.142 -2.013 0.135
C -0.925 0.648 0.017
O -2.011 0.436 0.834
O -1.178 0.428 -1.320
H 2.496 -0.273 0.566
H 1.843 -0.530 -1.055
H 1.757 1.069 -0.312
H 0.370 -0.240 1.583
H -0.610 1.688 0.134
H -2.482 -0.351 0.536
H -1.172 -0.527 -1.492
*
```

=====

No. 3
# C3H7F2N

The molecule C3H7F2N in a non-equilibrium geometry (ωB97M-V/def2-TZVPD, the Open Molecules 2025 dataset).

SMILES: C[C@H](N)C(F)F
Energy in eV: -10146.5599
Energy relative to the best compared isomer or geometry (same formula, charge and spin) in kcal per mole: 80.3
Gap between HOMO and LUMO in eV: 10.99
Highest occupied orbital energy in Eh: -0.37084

```
! RIJCOSX wB97M-V def2-TZVPD def2/J DEFGRID3
* xyz 0 1
C -0.242 1.463 -1.101
C -0.554 0.332 -0.026
N -0.966 1.158 1.206
C 0.707 -0.497 -0.064
F 0.468 -1.412 -1.111
F 0.716 -1.114 1.224
H 0.406 2.361 -0.832
H 0.254 1.026 -2.103
H -1.429 1.734 -1.481
H -1.124 -0.610 -0.421
H -1.674 2.049 0.759
H -1.646 0.475 1.830
H 1.857 -0.194 -0.061
*
```